63
Properties=species:S:1:pos:R:3:lowdin_charge:R:1 method="wB97M-V/def2-TZVPD" lumo_energy_ev=-0.351 total_charge=0 e_homo_ev=-7.10 mol_weight_g_mol=468.56 smiles="COc1ccc(C=C2C(=O)c3ccccc3C2=O)cc1.CN1CCN2CCN(C)c3cncc1c32"
C -4.588 4.851 0.200 -0.101
O -3.598 5.180 1.142 -0.085
C -2.404 4.486 0.999 -0.237
C -2.175 3.468 0.063 -0.010
C -0.952 2.862 -0.029 -0.027
C 0.109 3.226 0.809 -0.205
C 1.431 2.629 0.665 0.080
C 2.089 2.487 -0.509 -0.068
C 3.407 1.863 -0.662 -0.317
O 4.090 1.383 0.217 0.114
C 3.755 1.943 -2.089 -0.089
C 4.855 1.452 -2.766 0.007
C 4.937 1.654 -4.129 -0.064
C 3.943 2.342 -4.806 -0.065
C 2.844 2.836 -4.135 0.006
C 2.754 2.624 -2.772 -0.090
C 1.695 3.007 -1.826 -0.301
O 0.705 3.646 -2.106 0.116
C -0.130 4.214 1.772 -0.024
C -1.347 4.833 1.852 -0.008
H -5.461 5.479 0.385 0.093
H -4.217 5.047 -0.807 0.096
H -4.874 3.805 0.314 0.092
H -2.961 3.164 -0.604 0.100
H -0.779 2.112 -0.783 0.111
H 1.943 2.304 1.556 0.132
H 5.617 0.919 -2.227 0.120
H 5.781 1.267 -4.674 0.104
H 4.024 2.486 -5.871 0.104
H 2.064 3.374 -4.645 0.119
H 0.676 4.519 2.418 0.116
H -1.518 5.620 2.566 0.114
C 0.129 -2.459 4.608 -0.064
N -0.183 -3.133 3.354 -0.141
C -0.995 -4.358 3.489 -0.147
C -0.907 -5.231 2.246 -0.136
N -1.102 -4.428 1.032 -0.076
C -1.805 -5.015 -0.115 -0.136
C -1.234 -4.488 -1.423 -0.147
N -1.082 -3.021 -1.404 -0.141
C -0.936 -2.398 -2.714 -0.064
C -0.648 -2.377 -0.220 -0.138
C -0.206 -1.056 -0.194 -0.118
N 0.277 -0.432 0.865 0.066
C 0.318 -1.146 1.976 -0.110
C -0.147 -2.453 2.112 -0.137
C -0.634 -3.094 0.975 -0.088
H 0.996 -1.812 4.493 0.075
H -0.729 -1.865 4.924 0.090
H 0.357 -3.195 5.380 0.082
H -0.668 -4.912 4.376 0.118
H -2.034 -4.054 3.660 0.124
H 0.076 -5.710 2.180 0.123
H -1.656 -6.031 2.270 0.121
H -1.729 -6.107 -0.060 0.121
H -2.867 -4.760 -0.028 0.123
H -0.244 -4.925 -1.601 0.124
H -1.872 -4.774 -2.268 0.118
H -1.194 -1.342 -2.671 0.074
H 0.094 -2.506 -3.054 0.091
H -1.601 -2.878 -3.432 0.082
H -0.235 -0.474 -1.098 0.084
H 0.749 -0.650 2.827 0.092



69
Properties=species:S:1:pos:R:3:lowdin_charge:R:1 method="wB97M-V/def2-TZVPD" lumo_energy_ev=4.267 total_charge=-2 e_homo_ev=-0.90 mol_weight_g_mol=855.23
Pt 2.425 1.615 -0.496 0.787
O 5.996 2.792 -1.895 0.029
C 4.824 2.544 -1.678 -0.576
O 4.418 1.824 -0.672 -0.324
C 3.683 3.046 -2.648 -0.605
O 3.990 3.579 -3.700 0.017
O 2.489 2.882 -2.198 -0.178
O 0.455 0.100 -2.567 0.047
C -0.120 0.621 -1.638 -0.566
N -1.500 0.546 -1.478 0.127
C -1.953 1.311 -0.348 -0.259
C -0.572 1.780 0.223 -0.444
O -0.477 2.460 1.228 0.018
N 0.417 1.311 -0.565 -0.035
C -2.851 2.492 -0.721 -0.107
C -3.640 2.450 -1.866 -0.029
C -4.501 3.492 -2.183 -0.100
C -4.588 4.599 -1.355 -0.115
C -3.806 4.650 -0.209 -0.083
C -2.950 3.606 0.110 -0.009
C -2.713 0.446 0.668 -0.119
C -2.773 0.777 2.018 -0.019
C -3.495 -0.010 2.903 -0.092
C -4.176 -1.133 2.458 -0.115
C -4.124 -1.469 1.112 -0.102
C -3.396 -0.685 0.227 -0.035
H -2.045 0.360 -2.298 0.121
H -3.591 1.602 -2.538 0.101
H -5.098 3.437 -3.086 0.093
H -5.251 5.419 -1.604 0.089
H -3.853 5.515 0.441 0.097
H -2.325 3.654 0.991 0.108
H -2.217 1.633 2.375 0.113
H -3.504 0.251 3.954 0.101
H -4.731 -1.749 3.155 0.090
H -4.640 -2.350 0.749 0.091
H -3.336 -0.974 -0.814 0.103
Te 2.897 1.329 2.026 0.838
C 1.387 0.179 2.951 -0.636
C 1.257 0.187 4.343 -0.184
C 0.291 -0.578 4.983 -0.131
C -0.573 -1.378 4.244 -0.138
C -0.449 -1.398 2.860 -0.113
C 0.515 -0.631 2.223 -0.158
H 1.922 0.808 4.934 0.075
H 0.213 -0.547 6.065 0.082
H -1.331 -1.976 4.739 0.083
H -1.115 -2.017 2.265 0.093
H 0.616 -0.667 1.147 0.059
C 3.786 -2.574 -3.019 -0.072
N 3.652 -2.069 -1.677 -0.120
C 4.754 -1.283 -1.145 -0.035
C 2.595 -2.329 -0.862 -0.508
O 2.486 -1.848 0.248 0.040
N 1.604 -3.205 -1.420 -0.167
C 0.295 -2.954 -0.829 -0.072
C 1.998 -4.596 -1.250 -0.092
H 4.139 -1.773 -3.671 0.088
H 2.820 -2.917 -3.379 0.082
H 4.510 -3.400 -3.077 0.076
H 5.570 -1.930 -0.799 0.087
H 4.403 -0.672 -0.320 0.044
H 5.133 -0.619 -1.921 0.088
H 0.011 -1.919 -1.005 0.069
H 0.279 -3.144 0.251 0.082
H -0.432 -3.605 -1.321 0.082
H 2.968 -4.776 -1.716 0.071
H 1.262 -5.242 -1.733 0.077
H 2.065 -4.880 -0.188 0.091



76
Properties=species:S:1:pos:R:3:lowdin_charge:R:1 method="wB97M-V/def2-TZVPD" lumo_energy_ev=-8.392 total_charge=+2 e_homo_ev=-14.11 mol_weight_g_mol=820.66
V 0.236 0.371 -0.294 1.003
O 3.158 1.239 1.906 -0.166
S 1.941 1.630 1.310 0.663
O 1.857 1.767 -0.174 -0.297
O 0.772 0.647 1.512 -0.362
C 1.321 3.099 2.007 -0.228
C 1.885 3.527 3.192 -0.008
C 1.334 4.621 3.857 -0.011
C 0.219 5.252 3.348 -0.010
C -0.358 4.823 2.153 -0.016
C 0.194 3.755 1.468 -0.210
S -0.527 3.488 -0.126 0.660
O 0.350 3.909 -1.152 -0.180
O -1.884 3.916 -0.082 -0.239
O -0.699 1.855 -0.219 -0.493
H 2.747 3.008 3.587 0.131
H 1.779 4.965 4.780 0.129
H -0.213 6.095 3.870 0.129
H -1.221 5.332 1.747 0.128
Se -2.652 0.831 -2.001 1.344
N -1.645 -0.406 -1.125 -0.266
C -2.284 -1.577 -1.243 -0.315
C -1.964 -2.831 -0.629 -0.059
C -2.742 -3.914 -0.885 -0.031
C -3.890 -3.863 -1.742 -0.042
C -4.268 -2.694 -2.296 0.013
C -3.486 -1.520 -2.040 -0.350
N -3.836 -0.330 -2.494 -0.184
H -1.184 -2.914 0.111 0.060
H -2.503 -4.852 -0.400 0.120
H -4.464 -4.763 -1.914 0.121
H -5.147 -2.603 -2.919 0.132
C -1.446 -2.645 4.396 0.016
N -2.053 -1.623 3.539 -0.031
C -3.256 -1.068 3.842 -0.016
C -3.764 -0.068 3.100 0.018
C -2.957 0.410 2.025 -0.337
N -1.824 -0.182 1.664 0.175
C -1.369 -1.229 2.402 -0.489
O -0.311 -1.807 2.124 -0.030
N -3.364 1.490 1.341 0.194
H -2.124 -2.843 5.221 0.098
H -0.494 -2.286 4.781 0.106
H -1.280 -3.557 3.829 0.097
H -3.764 -1.470 4.707 0.144
H -4.720 0.374 3.332 0.123
H -4.206 1.961 1.625 0.128
H -2.775 1.970 0.678 0.036
O 1.979 -0.792 -0.200 -0.465
S 1.005 -1.972 -0.399 1.052
C 1.299 -2.677 -2.030 -0.239
C 2.282 -3.821 -1.787 -0.185
C 1.840 -4.482 -0.479 -0.191
C 1.677 -3.370 0.550 -0.211
H 1.663 -1.856 -2.644 0.103
H 0.332 -3.019 -2.404 0.112
H 3.295 -3.428 -1.693 0.132
H 2.270 -4.521 -2.621 0.134
H 2.565 -5.209 -0.115 0.137
H 0.891 -5.001 -0.621 0.124
H 2.620 -2.943 0.900 0.129
H 1.018 -3.568 1.387 0.093
O -0.160 1.944 -3.375 0.144
C 0.834 1.467 -2.962 -0.373
O 0.671 0.405 -1.947 -0.226
C 2.219 1.766 -3.309 -0.148
C 3.287 1.013 -2.829 -0.014
C 4.574 1.332 -3.224 -0.041
C 4.784 2.404 -4.085 -0.034
C 3.716 3.161 -4.553 -0.035
C 2.427 2.844 -4.169 0.018
H 3.117 0.204 -2.130 0.099
H 5.413 0.756 -2.860 0.115
H 5.791 2.655 -4.389 0.119
H 3.891 3.995 -5.218 0.120
H 1.582 3.420 -4.517 0.134



70
Properties=species:S:1:pos:R:3:lowdin_charge:R:1 method="wB97M-V/def2-TZVPD" multiplicity=3 lumo_energy_ev="-4.169 / -4.127" total_charge=+1 s2=2.02 e_homo_ev="-10.26 / -11.03" mol_weight_g_mol=746.40
W 10.064 10.642 12.493 1.827
C 13.092 6.338 10.548 -0.023
O 12.763 7.453 11.394 -0.084
C 13.230 7.919 12.577 -0.187
C 14.136 7.269 13.374 -0.008
C 14.348 7.581 14.725 -0.037
C 13.699 8.713 15.250 -0.034
C 12.838 9.429 14.436 -0.173
C 11.807 10.197 15.102 -0.014
N 10.747 10.803 14.582 -0.102
N 9.914 11.593 15.417 0.109
C 8.924 12.076 14.727 -0.425
O 8.730 11.738 13.470 -0.208
C 7.904 12.956 15.306 -0.127
C 7.823 13.100 16.715 -0.020
C 6.859 13.959 17.228 -0.075
C 6.095 14.805 16.416 -0.053
C 6.177 14.671 15.009 -0.081
C 7.070 13.791 14.479 -0.036
C 12.610 9.136 13.089 -0.165
O 11.726 9.810 12.283 -0.228
H 12.223 5.716 10.367 0.084
H 13.824 5.645 11.024 0.095
H 13.483 6.768 9.620 0.100
H 14.648 6.412 13.004 0.107
H 15.029 6.906 15.252 0.118
H 13.724 8.991 16.306 0.120
H 11.881 10.261 16.188 0.135
H 8.438 12.448 17.315 0.107
H 6.857 14.026 18.346 0.123
H 5.421 15.507 16.850 0.097
H 5.530 15.236 14.339 0.111
H 7.145 13.724 13.387 0.112
O 8.570 9.187 12.505 -0.173
C 8.797 8.089 11.825 -0.066
C 8.976 8.098 10.410 -0.116
C 8.734 6.919 9.658 0.076
C 8.625 6.914 8.264 -0.146
C 8.784 8.132 7.572 0.044
C 9.114 9.293 8.276 0.035
C 9.263 9.344 9.705 -0.265
O 9.650 10.456 10.308 -0.165
N 8.008 5.817 7.563 -0.315
O 8.173 4.650 7.994 0.073
O 7.322 6.152 6.568 0.077
H 8.868 7.160 12.395 0.153
H 8.515 5.993 10.198 0.139
H 8.715 8.228 6.493 0.133
H 9.308 10.217 7.758 0.119
C 12.951 13.669 13.991 -0.038
N 11.914 14.394 13.317 -0.064
C 11.860 15.883 13.543 -0.105
C 11.313 16.589 12.280 -0.150
C 9.999 15.961 11.907 -0.152
N 10.141 14.526 11.708 -0.064
C 9.626 13.821 10.528 -0.002
C 11.030 13.799 12.429 -0.368
O 11.196 12.516 12.292 -0.155
H 13.374 12.866 13.356 0.106
H 12.655 13.272 14.948 0.083
H 13.773 14.371 14.164 0.093
H 12.879 16.158 13.773 0.109
H 11.199 16.097 14.417 0.139
H 12.108 16.589 11.475 0.140
H 11.176 17.683 12.386 0.126
H 9.492 16.387 10.985 0.148
H 9.237 16.061 12.690 0.127
H 9.289 14.473 9.745 0.095
H 8.879 13.145 10.875 0.069
H 10.487 13.272 10.156 0.095



73
Properties=species:S:1:pos:R:3:lowdin_charge:R:1 method="wB97M-V/def2-TZVPD" multiplicity=2 lumo_energy_ev="1.816 / 1.813" total_charge=-1 s2=0.77 e_homo_ev="-2.81 / -5.90" mol_weight_g_mol=737.32
Sr -0.280 0.104 0.078 1.077
O 4.408 -5.710 0.009 -0.043
C 3.879 -5.254 -1.024 -0.682
O 3.950 -5.592 -2.223 -0.044
C 2.955 -4.040 -0.771 -0.079
C 2.312 -3.411 -1.818 0.055
C 1.481 -2.332 -1.564 -0.216
N 1.275 -1.872 -0.318 0.038
C 1.911 -2.468 0.699 -0.185
C 2.758 -3.550 0.503 0.057
C 1.728 -1.874 2.064 -0.198
C 2.166 -2.543 3.202 -0.003
C 2.034 -1.941 4.440 -0.055
C 1.472 -0.682 4.521 -0.052
C 1.042 -0.094 3.349 -0.118
N 1.161 -0.667 2.149 0.034
C 0.763 -1.638 -2.681 -0.224
C 0.935 -2.033 -4.003 0.003
C 0.243 -1.374 -5.004 -0.052
C -0.601 -0.332 -4.672 -0.053
C -0.721 -0.001 -3.336 -0.122
N -0.053 -0.629 -2.366 -0.001
H 2.504 -3.806 -2.807 0.109
H 3.303 -4.039 1.299 0.112
H 2.594 -3.531 3.125 0.110
H 2.366 -2.457 5.332 0.109
H 1.349 -0.169 5.466 0.106
H 0.564 0.877 3.369 0.097
H 1.608 -2.839 -4.255 0.109
H 0.369 -1.676 -6.036 0.109
H -1.158 0.213 -5.424 0.105
H -1.343 0.830 -3.019 0.086
N -1.758 -3.299 -1.233 0.151
C -2.567 -2.933 -0.184 -0.483
N -3.590 -3.760 0.042 0.134
C -4.340 -3.403 1.100 -0.497
N -5.417 -4.218 1.364 0.117
N -4.156 -2.372 1.882 0.137
C -3.117 -1.544 1.542 -0.294
N -2.273 -1.812 0.473 0.083
C -2.924 -0.381 2.328 -0.239
C -3.730 -0.141 3.482 -0.044
C -3.548 0.992 4.218 -0.106
C -2.565 1.937 3.820 -0.103
C -1.828 1.646 2.694 -0.239
N -1.953 0.531 1.962 -0.062
H -1.877 -4.258 -1.515 0.092
H -0.803 -2.997 -1.157 0.045
H -5.357 -5.143 0.975 0.078
H -5.798 -4.133 2.289 0.081
H -4.476 -0.875 3.744 0.089
H -4.158 1.171 5.096 0.090
H -2.404 2.864 4.355 0.083
H -1.082 2.360 2.340 0.082
C 2.241 6.395 0.569 -0.081
C 2.330 4.972 0.068 -0.317
O 0.991 4.443 0.007 -0.366
P 0.684 3.192 -0.970 -0.210
S -1.226 2.775 -0.679 0.249
S 2.045 1.785 -0.752 0.239
O 0.923 3.827 -2.440 -0.363
C 0.058 4.877 -2.910 -0.316
C 0.709 5.487 -4.127 -0.081
H 3.238 6.843 0.606 0.075
H 1.806 6.427 1.570 0.077
H 1.614 6.997 -0.096 0.073
H 2.920 4.349 0.741 0.101
H 2.799 4.932 -0.915 0.106
H -0.086 5.622 -2.126 0.108
H -0.918 4.454 -3.147 0.094
H 1.689 5.902 -3.874 0.076
H 0.082 6.288 -4.523 0.074
H 0.847 4.733 -4.905 0.077



71
Properties=species:S:1:pos:R:3:lowdin_charge:R:1 method="wB97M-V/def2-TZVPD" multiplicity=2 lumo_energy_ev="3.823 / 3.822" total_charge=-2 s2=0.77 e_homo_ev="-0.96 / -2.00" mol_weight_g_mol=1085.39
Tl -0.096 -0.290 0.157 0.149
S -1.826 -3.419 3.538 -0.217
As -2.135 -1.693 2.384 -0.488
S -0.360 -0.289 2.608 -0.011
S -1.951 -2.128 0.179 -0.034
S -3.947 -0.639 2.742 -0.186
N -3.710 0.799 -0.171 0.079
C -2.938 1.880 0.032 -0.676
N -1.641 1.862 0.131 0.036
C -1.148 3.139 0.382 -0.308
C 0.181 3.449 0.654 -0.032
C 0.547 4.770 0.865 -0.086
C -0.406 5.791 0.829 -0.113
C -1.745 5.491 0.607 -0.107
C -2.100 4.165 0.394 -0.481
S -3.676 3.480 0.139 1.056
H -3.257 -0.097 0.050 -0.045
H -4.638 0.850 0.210 0.064
H 0.909 2.651 0.714 0.062
H 1.585 5.006 1.070 0.101
H -0.107 6.819 0.995 0.089
H -2.496 6.275 0.602 0.098
C 3.067 -2.324 -3.519 -0.242
Ge 2.258 -0.561 -3.744 0.668
C 1.755 -0.372 -5.635 -0.257
C 3.660 0.765 -3.467 -0.250
Ge 0.213 -0.146 -2.479 0.777
C -1.107 -1.363 -3.293 -0.375
C -2.482 -1.130 -3.152 -0.151
C -3.421 -2.012 -3.682 -0.090
C -3.003 -3.155 -4.359 -0.107
C -1.643 -3.411 -4.499 -0.097
C -0.708 -2.523 -3.967 -0.124
C -0.218 1.681 -3.132 -0.355
C -1.219 1.968 -4.070 -0.109
C -1.490 3.284 -4.452 -0.102
C -0.762 4.340 -3.908 -0.109
C 0.252 4.072 -2.994 -0.091
C 0.520 2.757 -2.620 -0.137
H 4.113 -2.279 -3.844 0.020
H 2.541 -3.080 -4.115 0.006
H 3.045 -2.625 -2.466 -0.004
H 2.645 -0.527 -6.262 0.013
H 1.364 0.638 -5.812 0.011
H 0.984 -1.097 -5.921 0.004
H 4.527 0.482 -4.080 0.020
H 3.974 0.804 -2.420 -0.041
H 3.312 1.760 -3.772 0.014
H -2.831 -0.254 -2.612 0.086
H -4.482 -1.816 -3.548 0.099
H -3.733 -3.850 -4.760 0.090
H -1.309 -4.309 -5.006 0.092
H 0.349 -2.748 -4.072 0.062
H -1.798 1.162 -4.507 0.088
H -2.277 3.484 -5.173 0.090
H -0.988 5.364 -4.190 0.089
H 0.822 4.885 -2.553 0.099
H 1.319 2.565 -1.906 0.075
Se 3.570 1.447 0.262 0.915
N 2.438 0.024 0.353 -0.394
C 3.222 -1.070 0.179 -0.413
C 2.767 -2.416 0.227 -0.067
C 3.656 -3.458 0.013 -0.140
C 5.012 -3.207 -0.269 -0.147
C 5.498 -1.913 -0.324 -0.072
C 4.632 -0.810 -0.097 -0.435
N 5.040 0.477 -0.120 -0.312
H 1.735 -2.639 0.458 0.088
H 3.296 -4.480 0.064 0.092
H 5.687 -4.041 -0.434 0.080
H 6.545 -1.716 -0.532 0.089



68
Properties=species:S:1:pos:R:3:lowdin_charge:R:1 method="wB97M-V/def2-TZVPD" multiplicity=3 lumo_energy_ev="-4.914 / -5.515" total_charge=+1 s2=2.03 e_homo_ev="-10.83 / -10.94" mol_weight_g_mol=950.41
W -0.508 -0.481 0.015 0.639
S -1.720 0.423 1.841 0.147
As -3.200 0.300 0.144 -0.301
S -1.756 1.359 -1.129 0.055
S -2.442 -1.769 -0.452 0.122
S -5.183 0.614 0.338 0.111
C 2.687 -7.064 -2.098 -0.057
C 3.531 -6.017 -2.806 -0.183
N 2.717 -4.912 -3.329 -0.040
C 2.168 -5.086 -4.673 -0.193
C 3.192 -4.853 -5.773 -0.062
C 2.366 -3.952 -2.464 -0.404
O 2.693 -3.969 -1.275 -0.003
C 1.571 -2.751 -2.913 -0.088
C 1.752 -1.995 -4.065 0.022
C 1.069 -0.797 -4.210 0.001
C 0.271 -0.339 -3.179 -0.113
N 0.099 -1.064 -2.071 -0.163
C 0.697 -2.253 -1.965 -0.141
H 3.315 -7.889 -1.762 0.083
H 1.926 -7.477 -2.762 0.076
H 2.196 -6.632 -1.227 0.074
H 4.063 -6.452 -3.652 0.117
H 4.269 -5.595 -2.128 0.120
H 1.305 -4.435 -4.793 0.114
H 1.780 -6.106 -4.736 0.126
H 3.653 -3.868 -5.689 0.066
H 2.718 -4.930 -6.751 0.086
H 3.992 -5.592 -5.737 0.074
H 2.445 -2.319 -4.830 0.114
H 1.187 -0.191 -5.097 0.126
H -0.240 0.614 -3.209 0.076
H 0.505 -2.824 -1.062 0.079
S 1.528 0.737 0.116 0.151
Sb 2.841 -1.240 0.375 1.439
C 4.183 -0.921 1.972 -0.387
C 4.962 0.232 1.940 -0.117
C 5.881 0.459 2.953 -0.064
C 6.026 -0.465 3.979 -0.061
C 5.255 -1.619 3.999 -0.065
C 4.327 -1.850 2.994 -0.128
C 0.372 -1.890 1.506 -0.518
C 0.880 -1.371 2.722 -0.255
C 1.036 -2.164 3.847 -0.078
C 0.732 -3.516 3.787 -0.052
C 0.266 -4.071 2.598 -0.058
C 0.083 -3.275 1.485 -0.155
C 4.112 -1.076 -1.321 -0.394
C 5.093 -2.043 -1.515 -0.125
C 5.934 -1.955 -2.614 -0.065
C 5.792 -0.907 -3.517 -0.066
C 4.812 0.055 -3.321 -0.073
C 3.963 -0.031 -2.224 -0.147
H 4.860 0.955 1.138 0.103
H 6.484 1.357 2.940 0.113
H 6.745 -0.284 4.767 0.113
H 5.376 -2.341 4.796 0.112
H 3.722 -2.749 3.015 0.098
H 1.124 -0.316 2.791 0.074
H 1.396 -1.724 4.768 0.119
H 0.852 -4.139 4.663 0.114
H 0.026 -5.126 2.554 0.114
H -0.326 -3.737 0.593 0.078
H 5.206 -2.870 -0.823 0.106
H 6.705 -2.699 -2.764 0.111
H 6.455 -0.838 -4.370 0.111
H 4.712 0.879 -4.016 0.112
H 3.204 0.727 -2.070 0.059